{"formula": "C38H34BrN3OSSiTa", "method": "wB97M-V/def2-TZVPD", "homo_energy_ev": -16.38, "orbital_gap_ha": 0.2287, "max_force_ev_per_a": 0.8, "total_energy_ha": -5025.84904, "charge": 3, "elements": ["Ta", "C", "C", "C", "C", "C", "C", "C", "H", "H", "H", "H", "H", "H", "H", "H", "Br", "C", "C", "C", "C", "O", "C", "C", "N", "C", "C", "C", "C", "C", "C", "C", "C", "N", "C", "C", "H", "H", "H", "H", "H", "H", "H", "H", "H", "H", "C", "Si", "C", "C", "C", "C", "C", "C", "C", "H", "H", "H", "H", "H", "H", "H", "H", "H", "H", "H", "S", "C", "N", "C", "C", "C", "C", "C", "C", "H", "H", "H", "H", "H"], "positions_angstrom": [[0.3374, -0.1080, 0.3144], [-2.0494, -4.1583, -0.1510], [-0.8504, -3.5163, 0.4775], [0.3179, -3.2947, -0.2544], [1.5121, -2.9104, 0.3806], [1.5021, -2.6733, 1.7476], [0.3025, -2.7537, 2.4586], [-0.8558, -3.1815, 1.8293], [-2.0491, -5.2240, 0.0898], [-2.0363, -4.0824, -1.2373], [-2.9818, -3.7455, 0.2368], [0.3435, -3.5700, -1.3041], [2.4420, -2.9152, -0.1735], [2.4258, -2.4839, 2.2793], [0.2973, -2.5690, 3.5261], [-1.7618, -3.3233, 2.4076], [0.3027, 3.1272, 7.1863], [0.0942, 2.4369, 5.4627], [-1.1496, 2.4982, 4.8347], [-1.3328, 1.9893, 3.5536], [-0.2543, 1.4114, 2.9286], [-0.3765, 0.8952, 1.6698], [1.0041, 1.3533, 3.5142], [2.1296, 0.8463, 2.8007], [2.1311, 0.2878, 1.6248], [3.4029, -0.0938, 1.0779], [4.5805, -0.2526, 1.7577], [5.7659, -0.5808, 1.0643], [5.7627, -0.7565, -0.2883], [4.5491, -0.6410, -1.0090], [4.4456, -0.8494, -2.3994], [3.2231, -0.7421, -3.0172], [2.1081, -0.4333, -2.2456], [2.1570, -0.2380, -0.9291], [3.3751, -0.3196, -0.3051], [1.1733, 1.8816, 4.8022], [-1.9815, 2.9590, 5.3518], [-2.2897, 2.0588, 3.0524], [3.0846, 0.9855, 3.2989], [4.6416, -0.1413, 2.8321], [6.6844, -0.6886, 1.6248], [6.6752, -0.9967, -0.8187], [5.3349, -1.0891, -2.9707], [3.1077, -0.8806, -4.0831], [1.1399, -0.3157, -2.7089], [2.1470, 1.8570, 5.2762], [-1.6647, 2.6614, -0.4840], [-0.2338, 1.8932, -1.4193], [1.3220, 2.9215, -1.3422], [-0.7890, 1.6039, -3.1862], [-0.6563, 0.5991, -4.1533], [-1.1323, 0.7599, -5.4447], [-1.7441, 1.9456, -5.8284], [-1.8739, 2.9697, -4.9073], [-1.4087, 2.7957, -3.6089], [-2.0072, 3.5797, -0.9629], [-1.3691, 2.9251, 0.5311], [-2.5221, 1.9896, -0.4479], [1.1171, 3.9346, -1.7016], [2.1001, 2.5126, -1.9870], [1.7061, 3.0136, -0.3219], [-0.1834, -0.3593, -3.9554], [-1.0152, -0.0435, -6.1608], [-2.1062, 2.0686, -6.8403], [-2.3359, 3.9060, -5.1905], [-1.5305, 3.6319, -2.9315], [-3.4179, -1.1012, -2.1714], [-1.8262, -1.0270, -1.6513], [-1.6331, -0.7556, -0.3698], [-2.8639, -0.6752, 0.3080], [-3.0620, -0.5419, 1.6837], [-4.3609, -0.5100, 2.1486], [-5.4561, -0.6107, 1.2784], [-5.2705, -0.7772, -0.0773], [-3.9577, -0.8189, -0.5452], [-1.0109, -1.1634, -2.3459], [-2.2323, -0.5042, 2.3775], [-4.5413, -0.4213, 3.2121], [-6.4602, -0.5782, 1.6795], [-6.1118, -0.8835, -0.7496]]}